Entry 1:
A molecular structure, C20H21N4O7P2RhS3. Source: OMol25; level of theory: ωB97M-V/def2-TZVPD.

XYZ file:
```
58
Properties=species:S:1:pos:R:3:lowdin_charge:R:1
Rh -0.366 -0.114 -0.687 0.937
C 2.190 3.978 -2.451 -0.437
S 3.195 2.500 -2.213 0.875
C 2.075 1.395 -1.465 -1.043
S 0.487 1.930 -0.989 0.740
N 2.532 0.204 -1.248 -0.050
N 1.602 -0.531 -0.546 -0.176
C 1.953 -1.211 0.470 -0.074
C 0.799 -1.676 1.339 -0.469
C 1.198 -1.890 2.757 -0.055
C 0.461 -1.400 3.771 -0.093
C -0.681 -0.580 3.538 -0.099
C -0.947 -0.220 2.258 -0.140
N -0.248 -0.679 1.196 -0.085
H 2.841 4.686 -2.959 0.034
H 1.878 4.402 -1.499 0.028
H 1.327 3.767 -3.077 0.033
H 2.996 -1.317 0.750 0.147
H 2.103 -2.458 2.932 0.096
H 0.766 -1.606 4.790 0.105
H -1.282 -0.204 4.352 0.092
H -1.748 0.459 1.992 0.113
O -2.035 -2.195 -4.104 -0.097
P -1.692 -1.574 -2.680 0.170
O -1.417 -2.631 -1.663 -0.323
O -0.621 -0.507 -2.822 -0.372
O -3.094 -0.857 -2.351 -0.256
P -3.500 -0.151 -0.940 0.199
O -3.546 -1.389 0.093 -0.136
O -4.789 0.524 -1.073 -0.259
O -2.261 0.627 -0.514 -0.419
H -2.253 -1.511 -4.748 0.088
H -4.400 -1.832 0.051 0.081
N 0.314 -3.050 0.775 -0.141
S 0.959 -3.553 -0.706 1.201
C 2.513 -4.235 -0.126 -0.382
C 3.543 -4.217 -1.054 -0.074
C 4.783 -4.730 -0.700 -0.062
C 4.982 -5.236 0.576 -0.064
C 3.945 -5.235 1.502 -0.057
C 2.701 -4.735 1.155 -0.078
C 0.041 -5.057 -0.991 -0.382
C -0.298 -5.341 -2.303 -0.074
C -0.957 -6.530 -2.577 -0.055
C -1.283 -7.399 -1.546 -0.063
C -0.952 -7.089 -0.233 -0.060
C -0.279 -5.912 0.053 -0.064
H -0.700 -2.994 0.653 0.098
H 3.382 -3.787 -2.036 0.117
H 5.593 -4.720 -1.415 0.111
H 5.953 -5.623 0.855 0.109
H 4.108 -5.623 2.499 0.112
H 1.884 -4.718 1.863 0.100
H -0.081 -4.630 -3.088 0.115
H -1.232 -6.765 -3.596 0.113
H -1.808 -8.319 -1.764 0.109
H -1.219 -7.763 0.570 0.110
H -0.023 -5.653 1.071 0.104
```

Properties
Total charge ... 0
ΔE to the lowest compared entry with this formula, charge and spin ... 2.870 eV
LUMO (alpha / beta) ... -0.0361 / -0.0361 Eh
Multiplicity ... 1

***

Entry 2:
A molecular structure, C20H21N4O7SSc. Source: OMol25; level of theory: ωB97M-V/def2-TZVPD.

XYZ file:
```
54
Properties=species:S:1:pos:R:3:lowdin_charge:R:1
Sc -1.642 0.804 0.497 1.133
O -2.957 1.834 -0.541 -0.161
C -2.954 2.566 -1.637 -0.321
C -4.122 2.687 -2.404 -0.006
C -4.138 3.428 -3.566 -0.082
C -2.989 4.080 -4.009 -0.099
C -1.836 3.986 -3.259 -0.045
C -1.797 3.250 -2.071 -0.084
C -0.589 3.218 -1.257 -0.238
N -0.314 2.388 -0.259 0.032
C 0.917 2.745 0.255 -0.087
C 1.393 3.803 -0.442 -0.056
N 0.437 4.088 -1.393 0.118
H -5.007 2.173 -2.053 0.118
H -5.053 3.497 -4.142 0.104
H -2.996 4.647 -4.929 0.099
H -0.941 4.480 -3.620 0.104
H 1.328 2.248 1.119 0.100
H 2.295 4.380 -0.345 0.115
H 0.458 4.856 -2.039 0.150
C 6.165 -2.237 1.737 -0.051
C 4.686 -2.116 1.497 -0.270
C 4.143 -0.963 0.941 -0.030
C 2.775 -0.833 0.748 -0.038
C 1.938 -1.873 1.112 -0.272
C 2.457 -3.034 1.671 -0.051
C 3.823 -3.152 1.855 -0.035
S 0.175 -1.760 0.977 0.609
O -0.285 -2.870 0.163 -0.308
O 0.001 -0.450 0.229 -0.405
N -0.484 -1.762 2.340 -0.186
C -0.021 -0.823 3.350 -0.184
C -0.153 0.667 3.008 -0.596
O 0.725 1.453 3.292 0.064
O -1.271 1.014 2.397 -0.130
H 6.727 -1.562 1.092 0.075
H 6.512 -3.254 1.559 0.078
H 6.406 -1.983 2.772 0.086
H 4.799 -0.149 0.654 0.113
H 2.361 0.064 0.310 0.100
H 1.789 -3.836 1.958 0.119
H 4.228 -4.060 2.285 0.114
H 1.025 -0.984 3.629 0.114
H -0.624 -0.986 4.247 0.121
N -2.460 -3.998 -1.347 0.018
C -3.121 -3.252 -0.287 -0.148
C -2.805 -1.789 -0.466 -0.517
O -2.344 -1.440 -1.642 0.140
O -2.962 -0.954 0.415 0.020
H -2.954 -4.845 -1.586 0.089
H -1.512 -4.219 -1.059 0.073
H -2.212 -2.297 -2.123 0.122
H -2.818 -3.511 0.728 0.133
H -4.205 -3.365 -0.363 0.141
```

Properties
Total charge ... 0
ΔE to the lowest compared entry with this formula, charge and spin ... 0.159 eV
LUMO ... 0.0186 Eh
Multiplicity ... 1

***

Entry 3:
A molecular structure, C20H21N4PtSb. Source: OMol25; level of theory: ωB97M-V/def2-TZVPD.

XYZ file:
```
47
Properties=species:S:1:pos:R:3:lowdin_charge:R:1
Pt -0.171 -0.184 -0.183 1.111
C -1.162 1.274 -3.181 -0.012
C -0.647 2.201 -2.128 -0.297
C -0.752 3.588 -2.258 0.015
C -0.301 4.407 -1.249 -0.008
C 0.287 3.835 -0.118 -0.099
C 0.401 2.467 -0.031 -0.420
N -0.079 1.681 -1.038 -0.114
Sb 1.544 1.661 1.670 1.573
C 2.604 0.347 0.352 -0.433
C 3.980 0.275 0.281 -0.073
C 4.557 -0.617 -0.614 -0.003
C 3.735 -1.401 -1.402 0.019
C 2.354 -1.299 -1.301 -0.280
C 1.437 -2.130 -2.137 -0.017
N 1.820 -0.425 -0.423 -0.127
C 0.399 -0.041 2.469 -0.420
C 0.283 -0.133 3.837 -0.099
C -0.307 -1.265 4.404 -0.008
C -0.761 -2.270 3.580 0.015
C -0.654 -2.135 2.194 -0.297
C -1.171 -3.183 1.264 -0.012
N -0.083 -1.044 1.679 -0.114
H -0.926 1.654 -4.174 0.101
H -0.732 0.281 -3.069 0.053
H -2.249 1.188 -3.115 0.095
H -1.196 3.999 -3.155 0.134
H -0.392 5.482 -1.332 0.130
H 0.664 4.463 0.679 0.102
H 4.592 0.904 0.913 0.112
H 5.633 -0.698 -0.694 0.131
H 4.154 -2.105 -2.108 0.132
H 2.008 -2.790 -2.786 0.097
H 0.790 -2.745 -1.511 0.071
H 0.805 -1.500 -2.764 0.072
H 0.662 0.661 4.468 0.102
H -0.399 -1.352 5.478 0.130
H -1.206 -3.167 3.988 0.134
H -0.928 -4.178 1.635 0.101
H -2.258 -3.122 1.184 0.095
H -0.747 -3.063 0.268 0.053
C -4.758 0.104 0.095 0.004
C -3.310 0.032 0.027 -0.121
N -2.170 -0.023 -0.025 0.043
H -5.049 0.886 0.795 0.109
H -5.150 -0.855 0.432 0.107
H -5.152 0.332 -0.895 0.107
```

Properties
Total charge ... +2
LUMO ... -0.2158 Eh
Multiplicity ... 1

***

Entry 4:
A single C20H21N5O5S molecule at a distorted geometry. Source: OMol25; level of theory: ωB97M-V/def2-TZVPD.

XYZ file:
```
52
Properties=species:S:1:pos:R:3:lowdin_charge:R:1
C -3.924 -2.063 1.999 -0.074
O -3.604 -1.707 0.677 -0.101
C -2.290 -1.670 0.308 -0.197
C -1.240 -2.023 1.148 -0.007
C 0.078 -1.910 0.751 -0.029
C 0.380 -1.419 -0.513 -0.150
C 1.732 -1.191 -0.971 -0.246
N 2.027 -0.576 -2.098 0.075
N 3.348 -0.450 -2.195 0.030
C 3.875 -0.982 -1.130 -0.665
S 5.557 -0.923 -0.640 0.961
C 5.508 0.799 0.023 -0.331
C 4.192 0.945 0.765 -0.552
O 4.019 0.417 1.848 0.025
N 3.245 1.625 0.077 0.142
C 1.868 1.702 0.357 -0.225
C 1.309 1.267 1.554 -0.018
C -0.060 1.309 1.725 0.007
C -0.892 1.804 0.731 -0.206
C -0.323 2.302 -0.448 -0.196
C 1.048 2.229 -0.633 0.061
O -1.078 2.883 -1.428 -0.014
C -2.377 3.227 -0.998 -0.138
C -3.000 2.071 -0.220 -0.134
O -2.243 1.799 0.943 -0.022
N 2.895 -1.484 -0.311 -0.065
N 3.068 -2.135 0.904 0.109
C -0.664 -1.092 -1.377 0.067
C -1.987 -1.230 -0.998 -0.206
O -2.916 -0.850 -1.932 -0.097
C -4.149 -1.537 -2.000 -0.070
H -5.008 -1.982 2.068 0.096
H -3.626 -3.092 2.225 0.098
H -3.464 -1.379 2.718 0.099
H -1.447 -2.381 2.144 0.106
H 0.864 -2.200 1.427 0.093
H 5.622 1.491 -0.809 0.079
H 6.349 0.868 0.709 0.083
H 3.487 1.963 -0.846 0.141
H 1.937 0.891 2.343 0.102
H -0.509 0.954 2.638 0.125
H 1.455 2.581 -1.568 0.133
H -2.951 3.452 -1.898 0.134
H -2.331 4.118 -0.355 0.139
H -4.007 2.320 0.121 0.136
H -3.031 1.187 -0.866 0.118
H 3.944 -2.656 0.865 0.090
H 3.163 -1.437 1.650 0.085
H -0.439 -0.716 -2.361 0.130
H -4.555 -1.304 -2.985 0.093
H -4.008 -2.616 -1.912 0.101
H -4.845 -1.201 -1.228 0.086
```

Properties
Total charge ... 0
ΔE to the lowest compared entry with this formula, charge and spin ... 4.760 eV
LUMO ... 0.0237 Eh
SMILES ... COc1ccc(-c2nnc(SCC(=O)Nc3ccc4c(c3)OCCO4)n2N)cc1OC
Multiplicity ... 1

***

| no. | energy (eV) |
| --- | --- |
| 1 | -95470.090 |
| 2 | -72915.878 |
| 3 | -36811.697 |
| 4 | -49602.500 |